Entry 1:
Density functional theory data (wB97M-V/def2-TZVPD) for the molecule C24H24N4O4.

Cartesian coordinates (Å):
C (-6.2705, -3.0073, -0.6588)
H (-6.2757, -3.8043, 0.0916)
H (-6.0419, -3.4313, -1.6412)
H (-7.2518, -2.5367, -0.6899)
O (-5.3708, -1.9797, -0.3169)
C (-4.0438, -2.2689, -0.2311)
C (-3.5006, -3.5331, -0.4294)
C (-2.1324, -3.7306, -0.3489)
C (-1.2842, -2.6744, -0.0709)
C (-1.8153, -1.4135, 0.1278)
C (-3.1847, -1.1924, 0.0524)
C (-3.7062, 0.1643, 0.2660)
N (-3.0645, 1.1324, -0.3229)
N (-3.4251, 2.3915, -0.1449)
C (-4.4983, 2.8140, 0.6443)
O (-4.7790, 3.9928, 0.7369)
C (-5.1968, 1.7220, 1.2918)
C (-4.8229, 0.4367, 1.1086)
H (-5.3375, -0.3791, 1.5897)
H (-6.0288, 1.9988, 1.9209)
C (-2.6522, 3.3889, -0.8596)
H (-3.0017, 4.3652, -0.5130)
H (-2.8385, 3.2955, -1.9353)
C (-1.1337, 3.2936, -0.6260)
O (-0.5016, 4.2238, -0.1846)
N (-0.6314, 2.0986, -1.0221)
C (0.6934, 1.6550, -1.0018)
C (0.9427, 0.3479, -1.4196)
C (2.2311, -0.1470, -1.4288)
C (3.2929, 0.6469, -1.0122)
C (3.0441, 1.9568, -0.6208)
C (1.7582, 2.4630, -0.6128)
H (1.5729, 3.4802, -0.3111)
H (3.8666, 2.5976, -0.3386)
C (4.6882, 0.1074, -1.0788)
O (5.2102, -0.2139, -2.1318)
N (5.3298, 0.0123, 0.1040)
C (4.7246, 0.1557, 1.4167)
C (5.8407, -0.2316, 2.3894)
H (5.4511, -0.6766, 3.3026)
C (6.6980, -1.1972, 1.5728)
H (7.7097, -1.2937, 1.9597)
C (6.6612, -0.5642, 0.1870)
H (6.8031, -1.2708, -0.6325)
H (7.4132, 0.2280, 0.0944)
H (6.2346, -2.1843, 1.5486)
H (6.4268, 0.6490, 2.6539)
H (4.3717, 1.1755, 1.5848)
H (3.8653, -0.5198, 1.5095)
H (2.4227, -1.1549, -1.7656)
H (0.1224, -0.2748, -1.7478)
H (-1.3239, 1.3923, -1.2604)
H (-1.1710, -0.5812, 0.3667)
H (-0.2185, -2.8291, -0.0062)
H (-1.7334, -4.7214, -0.5056)
H (-4.1386, -4.3739, -0.6503)

The strongest force on any atom is 0.99 eV/A. As for the molar mass: 432.48 g mol⁻¹. Its relative energy (zero: lowest compared OMol25 entry of this formula, charge and spin) is 46.2 kcal/mol. As for the LUMO energy: -0.143 eV. Its SMILES is COc1ccccc1-c1ccc(=O)n(CC(=O)Nc2ccc(C(=O)N3CCCC3)cc2)n1. The value obtained for the energy is -39428.30528 eV. As for the orbital gap: 8.3394 eV.

***

Entry 2:
Density functional theory data (wB97M-V/def2-TZVPD) for a structure of composition C24H24N4V at a distorted geometry.

Cartesian coordinates (Å):
V (-0.0175, -0.0905, 0.6674)
C (1.2433, 0.3208, 2.5557)
C (0.5935, 1.5306, 2.1823)
C (1.2210, 2.0146, 0.9945)
C (2.2388, 1.1231, 0.6435)
C (2.2604, 0.0912, 1.5930)
H (1.0682, -0.2297, 3.4660)
H (-0.2026, 2.0019, 2.7365)
H (1.0025, 2.9381, 0.4905)
H (2.9042, 1.2249, -0.2009)
H (2.9196, -0.7632, 1.5751)
C (-1.6307, 2.9760, 0.0945)
N (-1.6581, 1.5547, -0.2475)
C (-1.4837, 1.4135, -1.6949)
C (-2.9802, 1.0350, 0.1455)
C (-3.0577, -0.4589, 0.0873)
C (-4.2393, -1.0492, -0.3474)
C (-4.3908, -2.4269, -0.2914)
C (-3.3372, -3.1852, 0.1990)
C (-2.1555, -2.5619, 0.5834)
C (-1.9390, -1.1728, 0.5540)
H (-2.4799, 3.4939, -0.3722)
H (-0.7165, 3.4366, -0.2652)
H (-1.6887, 3.0975, 1.1744)
H (-2.2403, 1.9896, -2.2450)
H (-1.5889, 0.3637, -1.9737)
H (-0.4880, 1.7589, -1.9748)
H (-3.7690, 1.5097, -0.4593)
H (-3.1316, 1.3677, 1.1766)
H (-5.0467, -0.4283, -0.7221)
H (-5.3084, -2.8963, -0.6236)
H (-3.4308, -4.2626, 0.2730)
H (-1.3664, -3.2240, 0.9317)
N (3.2010, -9.6738, 4.4102)
C (2.9245, -8.7357, 3.8086)
C (2.5808, -7.5398, 3.0510)
C (2.4960, -6.3227, 3.7122)
C (2.1832, -5.1740, 2.9999)
C (1.9468, -5.2713, 1.6383)
C (2.0186, -6.4850, 0.9741)
C (2.3457, -7.6305, 1.6863)
N (1.6271, -4.0906, 0.8994)
C (1.8590, -3.8679, -0.4488)
C (1.3710, -2.6324, -0.7120)
N (0.8446, -2.0840, 0.4453)
C (1.0195, -2.9783, 1.3763)
H (2.6868, -6.2636, 4.7743)
H (2.1547, -4.2224, 3.5107)
H (1.8016, -6.5606, -0.0811)
H (2.4032, -8.5825, 1.1784)
H (2.3699, -4.5812, -1.0687)
H (1.3730, -2.0932, -1.6439)
H (0.6894, -2.8667, 2.3958)

The strongest force on any atom is 1.51 eV/A. As for the molar mass: 419.43 g mol⁻¹. As for the expectation value of S²: 0.7566. As for the LUMO energy (spin up / spin down): -0.284 / -0.289 eV. The value obtained for the energy is -56922.90659 eV. As for the spin multiplicity: 2. As for the orbital gap (spin up / spin down): 6.1711 / 5.6220 eV.

***

Entry 3:
Density functional theory data (wB97M-V/def2-TZVPD) for the molecule C24H24O3 at a distorted geometry.

Cartesian coordinates (Å):
C (0.9478, 7.2403, 2.8450)
O (0.4915, 7.1967, 1.4771)
C (-0.2949, 6.1698, 1.0692)
C (-0.7445, 6.2430, -0.2749)
C (-1.5521, 5.2517, -0.7676)
C (-1.9321, 4.1508, 0.0332)
C (-2.8281, 3.1896, -0.5523)
C (-3.0065, 1.9466, -0.0760)
C (-4.0979, 1.0240, -0.5022)
C (-4.3346, -0.1490, 0.4382)
C (-5.5731, -0.7985, 0.3913)
C (-5.9650, -1.6338, 1.4210)
C (-5.0634, -1.9658, 2.4710)
O (-5.5443, -2.7567, 3.4662)
C (-4.7053, -3.3292, 4.4976)
C (-3.7866, -1.3581, 2.4813)
C (-3.4043, -0.5583, 1.4042)
C (-1.4578, 4.0652, 1.3668)
C (-0.6588, 5.0710, 1.8958)
H (1.5217, 8.1663, 2.8948)
H (0.1021, 7.2761, 3.5458)
H (1.5907, 6.3799, 3.0767)
H (-0.4530, 7.0964, -0.8829)
H (-1.9403, 5.3021, -1.7862)
H (-3.2761, 3.4659, -1.5035)
H (-2.2714, 1.5216, 0.5967)
H (-5.0199, 1.6412, -0.4638)
H (-6.2398, -0.6157, -0.4528)
H (-6.9875, -1.9944, 1.4998)
H (-5.3302, -4.1125, 4.9351)
H (-3.7816, -3.7691, 4.0974)
H (-4.4620, -2.5852, 5.2680)
H (-3.1333, -1.4469, 3.3552)
H (-2.3635, -0.2357, 1.3487)
H (-1.7728, 3.2280, 1.9986)
H (-0.3224, 5.0267, 2.9371)
C (-3.9113, 3.3014, -6.7638)
C (-3.9486, 2.5919, -5.4360)
C (-4.7574, 3.0466, -4.3959)
C (-4.7660, 2.4376, -3.1347)
C (-3.9456, 1.3159, -2.9100)
O (-3.9953, 0.5009, -1.7943)
C (-3.1329, 0.8514, -3.9579)
C (-3.1763, 1.4515, -5.2054)
H (-3.2640, 2.7680, -7.4688)
H (-4.9071, 3.3801, -7.2194)
H (-3.5282, 4.3276, -6.6747)
H (-5.4098, 3.8917, -4.6045)
H (-5.4099, 2.8207, -2.3407)
H (-2.4948, -0.0116, -3.7796)
H (-2.5905, 1.0342, -6.0225)

The strongest force on any atom is 1.72 eV/A. As for the molar mass: 360.45 g mol⁻¹. Its relative energy (zero: lowest compared OMol25 entry of this formula, charge and spin) is 1.1 kcal/mol. As for the LUMO energy: 0.667 eV. Its SMILES is COc1ccc(/C=C/[C@@H](Oc2ccc(C)cc2)c2ccc(OC)cc2)cc1. The value obtained for the energy is -31417.67992 eV. As for the orbital gap: 8.3932 eV.

***

Entry 4:
Density functional theory data (wB97M-V/def2-TZVPD) for a structure of composition C24H25BF3NO5PSTa at a distorted geometry.

Cartesian coordinates (Å):
Ta (0.0832, -0.1469, 0.2320)
F (0.7996, 6.0354, -0.2403)
C (0.9092, 5.1324, 0.7313)
F (2.1314, 4.6080, 0.6720)
F (0.7869, 5.7667, 1.8965)
C (-0.1808, 4.0881, 0.5905)
C (-1.4929, 4.5413, 0.5167)
C (-2.5435, 3.6494, 0.3674)
C (-2.2560, 2.3072, 0.2897)
N (-0.9903, 1.8637, 0.3737)
C (0.0403, 2.7250, 0.5256)
S (1.5581, 1.8409, 0.6094)
H (-1.6868, 5.6065, 0.5771)
H (-3.5666, 3.9908, 0.3092)
H (-3.0256, 1.5617, 0.1648)
C (1.0739, -1.9747, 4.3649)
C (0.1396, -1.8155, 3.1878)
C (-1.2517, -2.3760, 3.4459)
O (0.0458, -0.3989, 2.7741)
C (0.7205, -2.4487, 1.9416)
O (1.6186, -3.2040, 1.8417)
O (0.0624, -1.8952, 0.8457)
H (0.6228, -1.5480, 5.2618)
H (2.0312, -1.4893, 4.1753)
H (1.2574, -3.0328, 4.5457)
H (-1.6776, -1.9089, 4.3349)
H (-1.1956, -3.4502, 3.6238)
H (-1.9122, -2.1933, 2.5990)
H (-0.1695, 0.1190, 3.5623)
C (3.6823, -1.0211, 0.4507)
P (2.4047, -0.9495, -0.8243)
C (2.3841, -2.5616, -1.6232)
C (2.8780, 0.2720, -2.0456)
C (2.0809, 0.3836, -3.1872)
C (2.3939, 1.3196, -4.1585)
C (3.4960, 2.1485, -3.9888)
C (4.2809, 2.0473, -2.8481)
C (3.9741, 1.1107, -1.8706)
H (3.6777, -0.1390, 1.0895)
H (4.6462, -1.0904, -0.0567)
H (3.5341, -1.9160, 1.0533)
H (3.3752, -2.7175, -2.0520)
H (1.6391, -2.5977, -2.4159)
H (2.1718, -3.3315, -0.8815)
H (1.2214, -0.2661, -3.3267)
H (1.7865, 1.3983, -5.0507)
H (3.7472, 2.8733, -4.7521)
H (5.1395, 2.6932, -2.7199)
H (4.5920, 1.0492, -0.9834)
O (-2.3674, -0.6187, -0.0772)
B (-1.5175, -0.7678, -1.1875)
O (-2.0741, -1.4903, -2.1853)
C (-3.3489, -1.8228, -1.7223)
C (-4.3227, -2.5396, -2.3715)
C (-5.5108, -2.7261, -1.6707)
C (-5.6981, -2.2131, -0.3876)
C (-4.7008, -1.4853, 0.2586)
C (-3.5394, -1.3181, -0.4525)
H (-4.1730, -2.9333, -3.3678)
H (-6.3121, -3.2823, -2.1382)
H (-6.6375, -2.3824, 0.1209)
H (-4.8353, -1.0794, 1.2526)

The strongest force on any atom is 1.64 eV/A. As for the molar mass: 719.26 g mol⁻¹. Its relative energy (zero: lowest compared OMol25 entry of this formula, charge and spin) is 32.7 kcal/mol. The net charge is +2. As for the LUMO energy: -7.927 eV. The value obtained for the energy is -67515.14575 eV. As for the orbital gap: 6.5303 eV.